{"formula": "C10H21N4O", "method": "wB97M-V/def2-TZVPD", "elements": ["O", "N", "N", "N", "N", "C", "C", "C", "C", "C", "C", "C", "C", "C", "C", "H", "H", "H", "H", "H", "H", "H", "H", "H", "H", "H", "H", "H", "H", "H", "H", "H", "H", "H", "H", "H"], "positions_angstrom": [[0.800029, 1.981642, -0.782588], [1.729783, 0.042394, 0.027096], [-0.384527, -0.801437, -0.170963], [3.542832, 1.446968, 0.000578], [-2.262192, 0.505474, -0.072301], [0.890751, -0.951633, -0.251376], [1.397913, -2.292738, -0.681442], [-4.576410, -0.088279, 0.481753], [-2.264706, 0.673032, -1.508466], [3.167014, 0.037074, -0.175154], [-3.438618, 0.911157, 0.671491], [-1.268674, -0.128505, 0.498685], [1.641176, -3.159165, 0.559699], [1.298100, 1.373041, 0.445776], [2.539217, 1.891787, 1.058241], [0.636791, -2.763874, -1.303272], [2.318125, -2.211669, -1.258499], [4.494587, 1.571147, 0.343877], [-5.438111, 0.222165, 1.065031], [-4.872222, -0.144931, -0.562097], [3.439133, -0.337266, -1.167691], [-3.179976, 0.985005, 1.729725], [3.437979, 1.951986, -0.893260], [-1.261442, 0.947375, -1.835061], [3.655542, -0.560490, 0.603280], [2.009723, -4.134476, 0.256811], [2.373337, -2.702745, 1.220771], [-3.746845, 1.899849, 0.322773], [-4.273405, -1.078391, 0.813528], [0.668470, 2.922536, -0.627267], [-2.962070, 1.460398, -1.782460], [2.559609, 2.982250, 1.117199], [0.716243, -3.297756, 1.112615], [0.476405, 1.324795, 1.166580], [-2.553607, -0.252944, -2.008283], [-1.309969, -0.223776, 1.584667]], "forces_ev_per_a": [[0.1, -0.2, -0.1], [-0.3, 0.3, -0.1], [-0.3, -0.2, -0.4], [-0.3, 0.5, -0.2], [0.4, 0.2, 0.1], [0.2, 0.1, -0.2], [0.1, -0.2, 0.1], [0.1, 0.2, 0.0], [0.2, -0.1, -0.6], [0.4, -1.0, 0.0], [-0.6, -0.1, 0.3], [-0.4, -0.3, 0.3], [0.0, 0.0, -0.1], [0.1, 0.1, 0.4], [-0.2, 0.5, 0.1], [0.1, 0.2, 0.0], [0.0, 0.1, -0.1], [-0.1, -0.2, -0.1], [-0.1, 0.0, 0.0], [-0.1, 0.0, -0.1], [0.0, 0.2, 0.2], [0.1, 0.1, -0.1], [0.2, -0.2, 0.1], [-0.1, 0.0, 0.0], [0.0, 0.2, -0.2], [0.0, -0.1, 0.0], [0.1, 0.0, 0.1], [0.1, 0.0, 0.1], [0.0, -0.1, 0.0], [0.0, 0.1, 0.1], [0.0, 0.0, 0.1], [0.1, -0.1, 0.1], [-0.1, 0.0, 0.1], [0.2, 0.0, -0.1], [0.0, 0.0, 0.0], [0.0, 0.2, 0.0]], "nbo_charge": [-0.782, -0.397, -0.535, -0.524, -0.329, 0.582, -0.456, -0.620, -0.436, -0.037, -0.208, 0.381, -0.595, 0.180, -0.492, 0.252, 0.218, 0.443, 0.237, 0.218, 0.216, 0.213, 0.404, 0.248, 0.227, 0.237, 0.208, 0.215, 0.215, 0.484, 0.224, 0.181, 0.220, 0.186, 0.221, 0.204], "energy_ha": -687.5908, "charge": 1, "de_lowest_kj_mol": 161.2, "homo_lumo_gap_ev": 7.9}

***

{"formula": "C10H21NaO10", "method": "wB97M-V/def2-TZVPD", "elements": ["Na", "O", "O", "O", "O", "O", "O", "O", "O", "O", "O", "C", "C", "C", "C", "C", "C", "C", "C", "C", "C", "H", "H", "H", "H", "H", "H", "H", "H", "H", "H", "H", "H", "H", "H", "H", "H", "H", "H", "H", "H", "H"], "positions_angstrom": [[34.714810, -17.810880, -34.476080], [33.849130, -16.794910, -32.434070], [36.244660, -16.675270, -36.066740], [32.974610, -17.121670, -36.229490], [34.679010, -20.215920, -34.567440], [31.690950, -16.848540, -38.127900], [35.634610, -15.762820, -38.014650], [36.484820, -17.743660, -38.127550], [32.936840, -21.767630, -34.838400], [33.204830, -20.915350, -32.868250], [31.049760, -15.917660, -36.266820], [32.599930, -17.486860, -38.959980], [31.161860, -15.553600, -34.869120], [33.904760, -20.334340, -31.785670], [31.961750, -16.660970, -36.817040], [33.405700, -22.400360, -36.002170], [35.020350, -14.682280, -37.347790], [36.115430, -16.696970, -37.308140], [36.955640, -18.926150, -37.560720], [33.083300, -15.971310, -31.561420], [33.672760, -20.930660, -34.141810], [33.036660, -23.409280, -36.186550], [33.454770, -17.973570, -38.490460], [34.852840, -20.824450, -31.564240], [37.649030, -18.869710, -36.721600], [32.331150, -16.494630, -30.971070], [33.252120, -20.271350, -30.914930], [32.942540, -21.979700, -36.894700], [30.370590, -14.828080, -34.680440], [37.474030, -19.426250, -38.378800], [32.070330, -18.121720, -39.670330], [32.094190, -15.020150, -34.683910], [35.398660, -13.729610, -37.718480], [30.991970, -16.434590, -34.250170], [36.042910, -19.352640, -37.144630], [33.051770, -16.686510, -39.545970], [32.537300, -15.149160, -32.024090], [35.179950, -14.570400, -36.275360], [34.047090, -19.257480, -31.876290], [33.750680, -15.626500, -30.771600], [34.489860, -22.478820, -36.083050], [33.932580, -14.673990, -37.417040]], "forces_ev_per_a": [[-0.5, 0.6, 0.7], [-0.9, 0.2, -0.2], [-0.3, -0.7, -2.5], [-2.2, 1.0, -1.5], [-4.1, -3.0, 1.5], [-1.2, 0.5, 2.2], [-1.0, 1.5, -1.5], [-0.3, 3.4, 0.3], [-0.2, -0.4, 0.6], [-0.1, -0.8, -2.1], [-0.7, 0.4, -0.3], [1.5, 0.4, -1.4], [-0.1, 0.2, 0.0], [0.4, 1.7, 0.7], [3.0, -1.5, 0.8], [0.2, -0.4, -2.0], [-0.6, 2.1, 1.1], [1.7, -3.1, 3.2], [-0.3, -0.7, 0.9], [1.6, -1.7, -0.5], [3.6, 3.0, 0.6], [-0.3, -0.3, 1.5], [-0.5, -0.3, 0.4], [-0.2, -0.2, -0.1], [0.1, 0.8, -0.1], [-0.6, -0.6, 0.0], [-0.2, -1.1, -0.1], [0.5, 1.0, 0.0], [-0.1, -0.2, -0.3], [-0.5, -0.4, 0.2], [0.0, -0.2, 0.4], [0.2, -0.6, 0.1], [0.0, -0.3, -0.6], [0.5, 0.1, 0.0], [0.3, -1.2, -0.2], [0.1, 0.0, -0.3], [0.1, 0.5, -0.3], [0.5, -0.9, 0.0], [0.4, 0.3, -0.9], [0.1, 0.9, 0.2], [-0.1, 0.6, 0.1], [0.1, -0.4, -0.6]], "nbo_charge": [0.954, -1.073, -0.707, -0.728, -0.745, -0.492, -0.464, -0.504, -0.477, -0.485, -0.482, -0.263, -0.255, -0.294, 1.005, -0.267, -0.280, 1.010, -0.261, -0.226, 1.022, 0.203, 0.206, 0.185, 0.198, 0.109, 0.209, 0.191, 0.198, 0.203, 0.197, 0.212, 0.200, 0.216, 0.192, 0.185, 0.104, 0.229, 0.249, 0.130, 0.205, 0.192], "energy_ha": -1308.2851, "de_lowest_kj_mol": 178.2, "homo_lumo_gap_ev": 6.3}

***

{"formula": "C10H22Br4N2O2", "method": "wB97M-V/def2-TZVPD", "elements": ["Br", "Br", "Br", "Br", "O", "O", "N", "N", "C", "C", "C", "C", "C", "C", "C", "C", "C", "C", "H", "H", "H", "H", "H", "H", "H", "H", "H", "H", "H", "H", "H", "H", "H", "H", "H", "H", "H", "H", "H", "H"], "positions_angstrom": [[-4.855333, 11.437839, -2.549470], [2.351498, -6.272055, -8.423085], [-2.045637, 7.671986, -1.462752], [5.623747, -4.576839, -7.334966], [-1.659705, -4.701992, 10.103460], [2.547894, -0.363721, -2.630614], [0.773963, 0.268413, -1.334486], [-0.917447, -3.597003, 8.248518], [-1.181367, -2.524009, 7.301767], [3.416986, -4.708360, -9.083569], [-3.239412, 9.275590, -1.253562], [-3.483886, 10.016098, -2.616651], [0.312255, 0.733858, 0.018707], [2.033980, 0.078719, -1.510666], [3.929644, -3.888256, -7.883950], [-1.806580, -3.808759, 9.224875], [-0.208605, -0.327939, -2.200828], [0.317384, -4.425036, 8.091612], [-2.610094, 10.427629, -3.121842], [1.285746, -4.062980, 8.436986], [0.298325, -4.732167, 7.045950], [4.247951, -5.053506, -9.698765], [-0.490050, -1.736037, 7.600575], [-2.994202, 9.965222, -0.445861], [0.328561, -5.353666, 8.662253], [-0.591400, 1.338171, -0.060684], [1.037908, 1.183241, 0.696645], [-0.042930, -0.132804, 0.576235], [2.800137, -4.081363, -9.727372], [4.102378, -2.830621, -8.083133], [-4.143461, 8.728107, -0.986980], [3.223137, -3.988455, -7.059985], [2.703666, 0.487370, -0.738184], [-0.366258, -1.380116, -1.963818], [-3.722770, 9.205583, -3.305193], [-2.682810, -3.142490, 9.247449], [-2.205175, -2.175245, 7.436943], [0.253167, -0.386639, -3.186439], [-1.145873, 0.223634, -2.274284], [-1.195331, -2.791399, 6.245164]], "forces_ev_per_a": [[0.6, -0.9, 0.1], [0.7, 0.9, -0.6], [-0.2, 1.3, 0.1], [0.6, -0.2, 0.4], [-0.5, 2.2, -1.9], [-1.8, 1.1, 4.3], [-2.8, 1.2, 3.0], [0.7, -0.5, -0.5], [-0.1, 0.2, 0.7], [0.0, 0.4, 0.4], [-0.9, 0.2, -0.9], [0.7, -1.4, 0.1], [-0.9, -1.2, -0.4], [4.8, -1.0, -5.4], [-0.7, -0.4, -0.3], [0.7, -2.9, 2.9], [0.4, -0.5, -1.1], [-0.9, -0.7, -0.1], [0.1, 0.4, 0.8], [-0.2, 1.2, -0.4], [0.6, 0.2, 0.0], [-0.2, -0.3, 0.2], [0.0, 0.4, -0.9], [0.6, -0.4, -0.1], [-1.1, 0.0, 0.1], [0.3, 0.4, -0.3], [0.3, 0.3, -0.8], [0.0, -0.4, 0.0], [-0.4, -0.3, 0.2], [-0.2, -0.2, -0.3], [-0.1, 0.5, 0.0], [0.2, 0.1, 0.0], [-0.2, -0.3, 0.0], [-0.3, 0.0, 0.4], [-0.9, 0.3, -0.1], [0.1, 0.0, -0.2], [0.1, 0.1, 0.4], [-0.1, 0.3, -0.1], [0.2, 0.0, 0.3], [0.8, -0.3, 0.1]], "nbo_charge": [0.003, -0.029, -0.030, 0.004, -0.642, -0.672, -0.396, -0.424, -0.410, -0.420, -0.415, -0.457, -0.418, 0.503, -0.477, 0.513, -0.436, -0.435, 0.228, 0.211, 0.200, 0.229, 0.201, 0.227, 0.246, 0.209, 0.223, 0.192, 0.223, 0.233, 0.221, 0.237, 0.132, 0.202, 0.223, 0.125, 0.209, 0.253, 0.209, 0.205], "smiles": "CN(C)C=O.CN(C)C=O.BrCCBr.BrCCBr", "energy_ha": -10950.2039, "de_lowest_kj_mol": 182.5, "homo_lumo_gap_ev": 9.6}